A molecular structure, C44H31F9GaN3O2P at a distorted geometry. Source: the OMol25 dataset; level of theory: ωB97M-V with the def2-TZVPD basis set.

As for the lowest unoccupied orbital energy: -0.426 Ha. As for the largest force on an atom: 3.57 eV/A. The calculation puts the HOMO-LUMO gap at 4.92 eV.

Structure (ORCA input):
```
! wB97M-V def2-TZVPD RIJCOSX def2/J DEFGRID3
* xyz 3 1
C 2.40 -0.65 1.46
C -0.09 -3.56 0.63
F -6.05 0.38 4.02
H 1.74 -1.54 5.19
C 1.35 4.41 -0.12
F 0.75 -6.02 -3.49
C 3.26 -0.83 3.77
H -2.54 -2.46 0.40
H 5.61 3.42 -0.75
O 3.70 4.26 -0.65
C 2.53 3.60 -0.39
C 4.73 -1.72 -2.88
Ga 0.11 1.72 -0.38
C 0.52 -6.16 -2.13
N 2.57 2.31 -0.42
F -0.57 -7.01 -1.97
C 5.52 0.19 -1.65
C 4.63 3.20 -1.18
P -0.21 -0.70 0.67
C -2.75 -1.16 -3.10
C -5.07 -1.16 -2.57
C 0.32 -3.62 -2.17
H -3.74 1.34 0.43
F -6.32 0.97 1.90
H 2.24 6.36 -0.05
C 4.39 -0.67 4.72
C 0.85 -1.21 3.28
H -0.31 -3.50 1.69
H 0.05 7.52 0.44
H 0.16 -5.66 0.59
H -4.48 3.07 -2.00
C 3.46 -0.58 2.38
H -2.05 6.25 0.12
H -1.54 0.38 -2.25
C 3.96 1.89 -0.68
C -1.07 4.36 -0.09
C -4.10 -1.50 1.62
C -4.86 -0.04 -1.72
H -3.48 0.95 3.93
H -5.69 0.38 -1.19
C -3.59 0.50 -1.57
C -1.10 5.74 0.09
F 1.60 -6.84 -1.62
C 5.76 -0.99 -2.33
H -0.14 -1.49 3.59
H 4.44 -0.29 2.00
C 4.21 0.68 -1.55
H 4.64 3.29 -2.29
H -4.84 -2.21 1.31
C -3.33 0.27 3.10
C -2.79 -1.69 1.13
H -1.17 0.69 2.99
F 5.51 -0.24 4.03
C 1.11 -0.85 1.94
H 2.15 0.31 -2.04
C -0.05 -2.37 -0.13
F -6.71 -1.09 2.51
C -4.32 2.89 -0.93
C -4.43 -0.42 2.49
C 3.18 -0.05 -2.13
C -3.45 1.66 -0.61
H -1.92 -1.62 -3.61
H 2.61 -1.87 -3.15
C -2.20 3.51 -0.33
H 6.77 -1.37 -2.44
C -5.85 -0.07 2.74
C 0.31 -4.85 -1.45
H 0.44 -3.62 -3.24
C 0.12 -4.78 -0.03
O -3.43 4.07 -0.44
C -2.54 -0.07 -2.29
H 4.39 1.67 0.34
H 0.28 -1.43 -2.03
H 2.56 -0.54 0.40
H -5.24 3.01 -0.38
F 4.74 -1.83 5.37
F 4.17 0.26 5.70
H -6.08 -1.52 -2.64
C -2.02 0.11 2.61
C -4.02 -1.72 -3.24
C 0.20 -2.37 -1.50
H 6.33 0.71 -1.18
N 0.15 3.73 -0.08
N -2.11 2.23 -0.45
C 0.09 6.46 0.20
C 3.43 -1.28 -2.74
C 1.95 -1.24 4.17
H -4.16 -2.58 -3.88
H 4.89 -2.64 -3.41
C -1.80 -0.80 1.56
C 1.32 5.80 0.00
*
```

A molecular structure, C44H31INO19S2 at a distorted geometry. Source: the OMol25 dataset; level of theory: ωB97M-V with the def2-TZVPD basis set.

As for the lowest unoccupied orbital energy: -0.032 Ha. As for the largest force on an atom: 6.78 eV/A. The calculation puts the HOMO-LUMO gap at 5.23 eV.

Structure (ORCA input):
```
! wB97M-V def2-TZVPD RIJCOSX def2/J DEFGRID3
* xyz -1 1
O 1.69 4.76 4.35
H -5.74 3.54 6.40
C 2.68 -1.47 -5.74
N -4.43 -8.10 2.06
H -5.53 -3.58 0.10
O -4.53 1.25 6.18
C -2.03 7.27 1.31
H 2.68 2.96 -0.59
C 7.47 -4.64 -4.32
C -2.73 2.31 5.12
O -2.43 5.78 4.41
H 2.84 2.55 3.63
H 2.74 -0.67 -3.00
C 2.13 -0.18 -7.75
H 1.44 0.27 -8.45
C 3.80 5.70 4.79
O 6.43 -2.76 -5.27
H -1.32 7.21 3.37
C 6.84 -5.20 -2.02
C -1.86 6.68 -0.03
C -4.99 -0.26 -0.70
C 4.53 -0.64 -7.11
C 3.52 3.34 3.94
C -2.91 4.74 4.82
C -0.10 5.21 0.84
C 2.90 1.15 -1.79
H -3.01 0.63 -0.97
O -2.78 -6.20 2.64
H 4.81 -1.77 -5.34
H 8.02 -4.80 -5.24
H 5.80 6.32 5.11
H -8.10 -8.96 0.97
C 5.13 5.54 4.80
O -5.60 0.77 -0.93
H 8.27 -6.29 -3.26
H 3.33 6.62 5.09
O 0.73 4.34 0.64
H -4.75 5.66 5.57
O -2.86 8.15 1.51
S -3.79 -6.59 1.57
C -2.84 -1.42 -0.49
C 1.72 -0.86 -6.68
O 2.30 -2.09 -4.76
C 0.04 1.16 -1.88
C 3.57 -0.02 -8.05
H -8.05 -6.35 0.58
H 5.58 -0.51 -7.34
I -2.50 -6.71 -0.50
C -0.27 5.81 2.18
C 7.60 -5.44 -3.26
C 0.82 0.10 -2.56
H -0.81 5.27 -1.23
C 4.84 3.17 3.95
C -1.18 6.77 2.40
C -3.55 -2.68 -0.17
O -1.18 1.16 -1.92
C 4.12 -1.31 -6.03
C -0.95 5.72 -0.25
C 2.12 2.20 -1.11
C 5.91 -4.05 -2.00
C 5.78 -3.25 -3.06
O -7.60 -6.17 2.63
C -4.05 2.29 5.77
C -5.69 -1.52 -0.38
O 6.96 -5.93 -1.05
S -5.66 -8.64 1.01
H 5.36 -3.89 -1.08
O 6.95 4.11 4.39
H -6.78 -1.47 -0.36
O -4.81 -5.46 1.54
H 0.26 -0.66 -3.09
O -2.94 -3.71 0.05
O -5.49 -10.15 0.89
H 5.11 -2.40 -3.06
C -4.77 3.57 5.91
H -1.76 -1.47 -0.52
H 0.37 5.42 2.97
C 0.78 2.21 -1.16
H -1.23 3.49 4.19
C -7.38 -8.40 1.69
C 2.90 4.61 4.36
O 4.12 1.14 -1.75
C -5.02 -2.64 -0.13
H 0.19 2.97 -0.67
H -7.53 -8.80 2.74
C 2.15 0.10 -2.51
C -2.20 3.45 4.68
H -2.22 1.36 5.02
H 5.31 2.25 3.65
O -5.66 -8.00 -0.36
H 0.67 -0.98 -6.44
C 6.55 -3.49 -4.30
C 5.75 4.26 4.38
C -7.71 -6.83 1.56
O 3.95 0.59 -9.02
H -2.49 7.06 -0.82
C -3.51 -0.30 -0.74
C -4.24 4.71 5.47
*
```

A molecular structure, C44H33BiBrClF5N8O9S. Source: the OMol25 dataset; level of theory: ωB97M-V with the def2-TZVPD basis set.

As for the lowest unoccupied orbital energy: 0.050 Ha. As for the largest force on an atom: 0.51 eV/A. The calculation puts the HOMO-LUMO gap at 7.05 eV.

Structure (ORCA input):
```
! wB97M-V def2-TZVPD RIJCOSX def2/J DEFGRID3
* xyz -1 1
H -2.69 -3.63 -2.94
C -1.15 -2.27 -2.39
C -1.37 -2.60 -0.93
C 2.46 -4.81 0.40
C 2.74 -1.32 0.33
H 0.92 -4.42 -3.29
H -1.38 -0.82 5.17
H 0.60 -7.59 3.88
C -1.44 3.20 6.99
Bi -0.26 0.28 -0.06
H -0.73 -1.69 -6.20
C 2.60 2.74 2.29
C 2.65 3.07 3.64
C -3.17 2.88 0.23
C -1.80 -2.72 -4.66
N 1.89 3.12 5.88
H 4.30 -6.00 -3.27
O 4.56 -5.13 -0.59
C -5.02 4.19 -1.46
N 2.34 -3.36 0.43
C -4.50 4.84 -0.36
F -3.11 4.87 1.51
F -4.87 6.10 -0.09
H 0.67 -5.81 -2.24
Br -4.91 3.94 4.86
H -2.36 4.44 3.46
C 1.18 -2.72 0.60
C 3.18 -5.45 -0.79
C 2.69 -4.94 -2.20
C 1.74 -7.74 -0.65
H -1.16 2.86 7.98
O -1.48 -1.64 -0.07
C 0.78 -7.43 0.48
C 1.76 2.56 4.57
F -5.12 2.27 -2.81
H -3.56 3.07 7.33
H 2.67 -2.75 -2.00
C -2.10 4.10 4.45
C 1.14 -7.72 1.80
H 0.00 4.20 4.09
O -2.49 -3.26 -6.79
H -1.47 -1.16 2.68
C -0.77 3.95 4.81
C -1.27 -6.44 1.31
H 2.76 -6.88 -3.24
S -2.10 2.04 1.33
H 0.22 -3.22 0.73
O -3.51 -4.18 -5.14
Cl -1.90 -6.25 3.94
N 0.92 3.44 6.58
C 1.68 1.82 1.80
C 0.00 -1.24 -4.25
F -3.33 1.03 -1.24
H 2.96 -5.47 -4.27
C 3.24 -3.53 -2.51
N 1.39 -1.42 0.52
C -1.95 -2.93 -3.29
C 0.32 -7.37 2.86
O -1.48 -3.79 -0.62
H -0.75 -6.56 -0.75
C 0.08 0.74 5.02
H 3.36 3.81 4.00
O 2.10 -0.28 -4.27
C -0.88 -6.72 2.60
N 1.04 -0.38 -4.85
C 3.21 -5.88 -3.30
O 0.69 -0.79 -2.01
H 5.04 -5.35 -1.39
C 0.85 1.18 2.79
H 3.53 -7.17 0.40
C -0.10 -1.38 -2.83
H -2.20 -5.91 1.11
H 2.08 -8.21 2.00
H 3.77 -7.44 -1.30
H 1.98 -8.81 -0.61
O 0.77 0.17 -5.90
F -5.90 4.82 -2.25
H 3.23 -0.37 0.20
C -3.71 2.28 -0.91
N -2.66 -3.44 -5.60
C 3.08 -6.98 -0.58
H 2.96 -5.14 1.31
C -4.62 2.91 -1.74
C 0.88 1.52 4.15
H 4.29 -3.41 -2.25
C -0.44 -6.81 0.26
H 3.28 3.21 1.58
C -3.59 4.19 0.46
H 3.12 -3.34 -3.58
C -0.75 -0.23 4.52
N 3.35 -2.47 0.29
C -3.09 3.77 5.36
C -0.80 -0.44 3.14
C 1.17 -4.84 -2.31
H 1.43 -5.17 0.42
C -0.84 -1.86 -5.14
O 1.59 1.50 0.54
C -0.43 3.49 6.08
H 1.25 -7.57 -1.60
C -2.77 3.31 6.63
H 0.12 0.90 6.08
N 0.00 0.22 2.32
H 0.73 -4.18 -1.57
*
```

A molecular structure, C44H35BN5NdO3S at a distorted geometry. Source: the OMol25 dataset; level of theory: ωB97M-V with the def2-TZVPD basis set.

As for the lowest unoccupied orbital energy (spin up / spin down): -0.201 / -0.201 Ha. As for the largest force on an atom: 1.41 eV/A. The calculation puts the HOMO-LUMO gap (spin up / spin down) at 6.19 / 6.20 eV. As for the expectation value of S²: 3.7591.

Structure (ORCA input):
```
! wB97M-V def2-TZVPD RIJCOSX def2/J DEFGRID3
* xyz 2 4
H 10.44 2.89 2.69
O 9.21 3.15 4.35
C -0.02 -0.21 2.19
C 2.74 -0.14 1.82
C 5.57 1.63 3.18
H -5.95 -1.57 2.10
H 11.23 3.23 4.24
S -2.01 -1.10 -3.06
C 2.16 0.72 2.72
C -5.45 0.38 -5.60
H -1.81 2.00 4.74
H -2.73 -3.28 -4.82
C -4.18 0.27 -6.16
N -0.20 -1.85 0.43
H -2.14 -0.31 -5.85
O -2.29 1.60 0.33
H -3.96 -4.44 -0.40
H -4.12 -1.78 3.77
H -4.02 0.56 -7.19
H -3.12 6.62 -0.59
C 0.61 -1.06 1.20
O -4.33 2.18 -0.54
C -2.33 2.99 0.17
N 3.09 1.50 3.34
C 4.25 1.11 2.82
C -3.56 3.32 -0.37
H -0.33 -3.26 -1.06
B -3.56 1.13 -0.11
C 6.72 1.16 2.57
C -5.67 0.01 -4.28
C -2.98 -3.16 2.58
C 0.75 0.70 2.94
N -2.59 -2.06 -1.89
H 1.11 -4.31 -6.39
H 4.82 -0.35 1.40
C 0.35 -2.68 -0.46
C -0.87 -3.93 -5.66
H 7.00 3.85 5.31
C -1.35 3.91 0.44
H 2.15 -2.46 -5.13
H 0.75 -1.02 -3.67
C -1.94 0.46 3.25
C 7.97 1.64 2.93
H 8.85 1.26 2.44
C -3.12 -0.22 -5.41
C 0.31 -1.83 -4.23
H -3.02 0.35 3.37
H 10.56 1.61 3.93
Nd -2.66 -1.10 0.35
C 0.09 1.52 3.87
H -2.11 -4.59 1.24
C -2.93 -3.90 1.41
H 6.68 0.41 1.79
C -5.09 -2.20 1.89
H -0.94 6.01 0.33
C 1.72 -2.80 -0.63
C 2.00 -1.07 1.03
C -4.06 -2.31 2.83
H -4.77 -0.75 -2.48
H -3.04 -2.88 -2.29
C -1.27 1.40 4.03
C 0.50 -3.69 -5.75
C 1.09 -2.65 -5.04
C -1.05 -2.09 -4.15
C -3.97 -3.81 0.49
C -3.89 4.62 -0.65
C -2.91 5.58 -0.39
H -6.65 0.10 -3.84
H 0.67 2.22 4.45
C -1.66 -3.12 -4.86
N -1.36 -0.32 2.36
C 2.55 -1.97 0.11
C 10.43 2.68 3.76
H -1.32 -4.73 -6.22
N 4.08 0.12 1.89
H 3.62 -2.03 -0.02
H -4.85 4.88 -1.07
H -0.39 3.62 0.85
C -4.62 -0.48 -3.51
C 5.67 2.61 4.18
C 8.06 2.61 3.92
C 6.90 3.10 4.54
H -2.19 -3.26 3.32
C -3.36 -0.59 -4.09
H 2.12 -3.51 -1.34
C -5.05 -2.95 0.72
H 4.77 2.98 4.66
H -6.27 0.76 -6.19
C -1.67 5.24 0.15
H -5.87 -2.91 0.02
*
```

Number 1: electronic energy -5174.04533 Eh. Number 2: electronic energy -4273.38951 Eh. Number 3: electronic energy -6958.01302 Eh. Number 4: electronic energy -3181.32803 Eh.